1.
C2H3IO3 | ωB97M-V/def2-TZVPD

## Properties
**Total charge**: 0
**Energy relative to the best compared isomer or geometry (same formula, charge and spin)**: 9.84 kcal per mole
**LUMO energy**: -1.67 eV
**2S+1**: 1

Positions of all 9 atoms, in Å:
C: 0.033 0.230 -0.446
C: 1.383 -0.014 0.095
O: -0.786 -0.828 -0.575
O: -0.262 1.376 -0.758
O: -2.822 -0.541 1.383
I: -2.797 -0.340 -0.417
H: 2.132 0.461 -0.665
H: 1.401 0.663 1.024
H: 1.718 -1.007 0.358

2.
C2H3NO2 | ωB97M-V/def2-TZVPD

## Properties
**Total charge**: 0
**Energy relative to the best compared isomer or geometry (same formula, charge and spin)**: 118.09 kcal per mole
**LUMO energy**: 0.49 eV
**2S+1**: 1

Positions of all 8 atoms, in Å:
C: -0.313 -0.501 0.047
C: 1.800 -0.284 0.027
N: -0.860 0.574 -0.062
O: 2.193 0.826 0.067
O: -2.211 0.648 0.027
H: -0.528 -1.587 -0.088
H: 2.257 -1.306 -0.236
H: -2.337 1.629 0.217

3.
C6H15O2 | ωB97M-V/def2-TZVPD

## Properties
**Total charge**: -1
**Energy relative to the best compared isomer or geometry (same formula, charge and spin)**: 58.72 kcal per mole
**LUMO energy**: 3.53 eV
**2S+1**: 1

Positions of all 23 atoms, in Å:
C: 0.873 -0.117 -1.350
O: 1.396 1.040 -1.553
C: -0.634 -0.147 -0.926
C: -0.791 0.463 0.547
C: 0.226 -0.224 1.555
C: -0.055 -0.176 3.019
C: -0.145 -1.639 3.727
H: 1.500 -0.548 -0.376
H: 1.279 -0.824 -2.165
H: -1.154 -1.133 -1.117
H: -1.272 0.280 -1.602
H: -0.555 1.565 0.313
H: -1.818 0.300 0.900
H: 0.266 -1.318 1.250
H: 1.329 0.127 1.400
H: -0.983 0.321 3.267
H: 0.654 0.352 3.685
H: 0.843 -2.152 3.599
H: -0.043 -1.480 4.755
H: -1.007 -2.198 3.362
H: -0.438 0.118 -4.179
H: -0.162 1.495 -4.035
O: -0.807 0.977 -4.507

4.
C38H25CuF9N4P | ωB97M-V/def2-TZVPD

## Properties
**Total charge**: 0
**LUMO energy**: -0.81 eV
**2S+1**: 1

Positions of all 78 atoms, in Å:
Cu: -0.011 -0.116 -0.039
C: -4.905 -1.661 -2.383
C: -4.482 -0.342 -2.450
C: -3.134 -0.025 -2.333
C: -2.173 -1.021 -2.148
C: -2.608 -2.355 -2.114
C: -3.956 -2.668 -2.226
N: -0.830 -0.675 -1.947
C: 0.096 -1.313 -2.669
C: -0.110 -1.814 -3.997
C: 0.947 -2.245 -4.741
C: 2.278 -2.267 -4.230
C: 2.506 -1.899 -2.942
C: 1.421 -1.476 -2.132
N: 1.492 -1.257 -0.801
N: 2.586 -1.393 -0.183
C: 2.526 -0.826 1.081
C: 3.390 -1.279 2.081
C: 3.446 -0.602 3.277
C: 2.671 0.543 3.448
C: 1.813 0.902 2.432
N: 1.688 0.221 1.282
H: -5.959 -1.906 -2.453
H: -5.209 0.449 -2.602
H: -2.795 0.996 -2.453
H: -1.870 -3.141 -1.989
H: -4.268 -3.706 -2.193
H: -1.108 -1.787 -4.416
H: 0.775 -2.562 -5.764
H: 3.094 -2.583 -4.868
H: 3.495 -1.934 -2.501
H: 4.000 -2.150 1.881
H: 4.088 -0.949 4.078
H: 2.749 1.147 4.342
H: 1.208 1.799 2.522
F: -8.105 -2.143 2.273
C: -7.752 -0.912 2.675
F: -7.836 -0.887 4.021
F: -8.678 -0.050 2.209
C: -6.375 -0.537 2.213
C: -5.563 -1.457 1.580
C: -4.285 -1.082 1.182
C: -3.820 0.201 1.428
C: -4.645 1.120 2.079
C: -5.922 0.756 2.464
P: -2.085 0.603 0.974
C: -1.548 0.921 2.712
C: -1.174 -0.203 3.447
C: -0.786 -0.089 4.773
C: -0.757 1.163 5.368
C: -1.130 2.291 4.652
C: -1.530 2.169 3.330
C: -0.293 1.334 6.785
F: -1.277 1.799 7.577
F: 0.721 2.225 6.861
F: 0.146 0.183 7.320
C: -2.149 2.291 0.267
C: -0.943 2.991 0.200
C: -0.855 4.195 -0.480
C: -1.976 4.703 -1.116
C: -3.183 4.024 -1.057
C: -3.268 2.822 -0.370
C: -1.879 5.987 -1.891
F: -2.179 7.053 -1.120
F: -0.638 6.183 -2.371
F: -2.730 6.001 -2.932
H: -5.923 -2.460 1.391
H: -3.651 -1.792 0.662
H: -4.289 2.121 2.292
H: -6.567 1.469 2.965
H: -1.173 -1.178 2.967
H: -0.481 -0.964 5.331
H: -1.105 3.265 5.127
H: -1.819 3.056 2.779
H: -0.055 2.579 0.671
H: 0.085 4.729 -0.529
H: -4.055 4.426 -1.557
H: -4.210 2.290 -0.344

5.
C4H10O2 | ωB97M-V/def2-TZVPD

## Properties
**Total charge**: 0
**Energy relative to the best compared isomer or geometry (same formula, charge and spin)**: 74.44 kcal per mole
**LUMO energy**: -0.18 eV
**2S+1**: 1

Positions of all 16 atoms, in Å:
C: 0.965 0.041 1.408
C: 0.263 -0.147 0.116
C: -0.566 -1.364 -0.089
O: -1.588 1.171 0.143
C: 0.646 0.650 -1.060
O: -0.243 0.808 -2.005
H: 1.870 0.644 1.284
H: 0.275 0.606 2.047
H: 1.197 -0.905 1.907
H: 0.096 -2.240 -0.078
H: -1.274 -1.491 0.735
H: -1.079 -1.296 -1.050
H: -2.399 0.645 0.117
H: 1.237 1.537 -0.729
H: 1.492 -0.134 -1.240
H: -1.297 1.215 -0.835

6.
C3H4ClN3 | ωB97M-V/def2-TZVPD

## Properties
**Total charge**: +2
**SMILES**: CN1[NH+]=C1[N+]#CCl
**Energy relative to the best compared isomer or geometry (same formula, charge and spin)**: 136.15 kcal per mole
**LUMO energy (spin up / spin down)**: -12.16 / -12.12 eV
**2S+1**: 1

Positions of all 11 atoms, in Å:
C: -0.001 -0.416 1.764
N: -0.097 -0.260 0.457
N: -0.653 0.642 -0.258
C: -0.165 -0.923 -0.720
N: 0.473 -0.651 -1.863
C: 0.724 0.382 -2.400
Cl: 0.825 1.492 -3.459
H: -0.193 -1.401 2.111
H: 1.143 -0.359 1.996
H: -0.553 0.287 2.326
H: -1.503 1.206 0.048

Record-wise strongest force on any atom values, in eV Å⁻¹: 2.868, 6.178, 3.647, 0.816, 0.472, 5.554